{
  "formula": "C23H35OOsS",
  "method": "ωB97M-V/def2-TZVPD",
  "de_lowest_ev": 2.750,
  "s2": 6.075,
  "gap_ev": [6.170, 7.306],
  "e_homo_ev": [-9.570, -11.304],
  "lumo_energy_ha": [-0.1250, -0.1469],
  "spin_multiplicity": 5,
  "charge": 1,
  "elements": ["C", "C", "C", "C", "C", "Os", "C", "C", "H", "C", "H", "H", "C", "H", "H", "H", "C", "H", "H", "H", "C", "H", "H", "H", "C", "H", "H", "H", "C", "H", "H", "H", "C", "H", "H", "H", "C", "H", "H", "H", "C", "C", "C", "C", "H", "C", "H", "C", "H", "H", "H", "C", "S", "C", "O", "H", "H", "H", "H", "H", "H"],
  "positions_angstrom": [[1.219, -1.750, 0.368], [1.770, -1.153, -0.788], [0.867, -1.340, -1.886], [-0.228, -2.171, -1.422], [-0.049, -2.343, 0.017], [-0.533, -0.377, -0.468], [-3.737, 0.988, -1.329], [-2.786, 0.568, -0.252], [-2.481, 1.301, 0.497], [-2.458, -0.780, 0.039], [-2.910, -1.546, -0.585], [-2.330, -1.025, 1.092], [-3.527, 2.530, -1.409], [-2.760, 2.831, -0.725], [-3.093, 2.800, -2.352], [-4.293, 3.224, -1.285], [-3.093, 0.424, -2.603], [-2.120, 0.051, -2.354], [-3.555, -0.307, -3.184], [-2.860, 1.218, -3.297], [3.124, -0.547, -0.845], [3.315, 0.019, 0.073], [3.915, -1.304, -0.966], [3.200, 0.154, -1.673], [1.162, -0.995, -3.313], [1.668, -0.026, -3.366], [1.822, -1.748, -3.769], [0.237, -0.951, -3.895], [-1.247, -2.855, -2.265], [-1.332, -2.366, -3.241], [-0.985, -3.910, -2.418], [-2.224, -2.830, -1.778], [-0.832, -3.241, 0.913], [-1.849, -3.364, 0.538], [-0.356, -4.227, 0.985], [-0.875, -2.805, 1.919], [1.945, -1.946, 1.656], [1.243, -2.091, 2.482], [2.602, -2.828, 1.606], [2.578, -1.078, 1.875], [2.350, 2.220, -1.539], [0.976, 2.554, -1.911], [3.347, 2.777, -2.184], [0.725, 2.877, -3.276], [-0.054, 2.499, -1.489], [3.064, 3.306, -3.486], [4.335, 2.787, -1.718], [1.788, 3.302, -4.090], [-0.277, 2.926, -3.688], [3.930, 3.734, -3.909], [1.650, 3.720, -5.091], [-0.813, 2.196, 3.962], [0.387, 0.997, 3.396], [0.163, -0.222, 4.693], [-0.206, 0.389, 2.131], [-0.538, 2.506, 4.976], [-1.807, 1.736, 3.937], [-0.754, 3.052, 3.282], [-0.680, -0.871, 4.427], [1.094, -0.799, 4.768], [-0.016, 0.300, 5.640]]
}

{
  "formula": "C5H8N2",
  "method": "ωB97M-V/def2-TZVPD",
  "de_lowest_ev": 1.709,
  "gap_ev": 10.170,
  "e_homo_ev": -9.473,
  "lumo_energy_ha": 0.0256,
  "smiles": "C=C(C)CNC#N",
  "elements": ["C", "C", "C", "C", "N", "C", "N", "H", "H", "H", "H", "H", "H", "H", "H"],
  "positions_angstrom": [[1.307, 0.879, -0.989], [0.678, -0.093, -0.026], [0.511, -1.386, -0.308], [-1.998, -0.684, 0.216], [-2.534, -1.627, -0.200], [-0.070, 0.435, 1.171], [-1.485, 0.430, 0.755], [2.397, 0.810, -0.899], [1.048, 0.638, -2.024], [1.030, 1.922, -0.794], [0.187, -2.097, 0.445], [0.636, -1.775, -1.313], [0.187, 1.460, 1.455], [0.023, -0.196, 2.062], [-1.916, 1.283, 0.450]]
}

{
  "formula": "C3H7NO2",
  "method": "ωB97M-V/def2-TZVPD",
  "de_lowest_ev": 1.538,
  "gap_ev": 10.222,
  "e_homo_ev": -9.638,
  "lumo_energy_ha": 0.0214,
  "smiles": "CNC(=O)CO",
  "elements": ["C", "N", "C", "O", "C", "O", "H", "H", "H", "H", "H", "H", "H"],
  "positions_angstrom": [[2.033, 0.198, -0.180], [0.622, 0.124, -0.371], [-0.260, -0.005, 0.631], [0.023, -0.001, 1.831], [-1.686, -0.273, 0.267], [-1.984, -0.410, -1.089], [2.439, 1.173, -0.453], [2.221, 0.047, 0.879], [2.603, -0.544, -0.741], [0.257, 0.046, -1.303], [-2.353, 0.387, 0.831], [-1.611, -1.208, 1.054], [-2.303, 0.466, -1.356]]
}

{
  "formula": "C3H5N3OS",
  "method": "ωB97M-V/def2-TZVPD",
  "de_lowest_ev": 4.627,
  "gap_ev": 8.207,
  "e_homo_ev": -7.550,
  "lumo_energy_ha": 0.0241,
  "smiles": "On1cc[nH]/c1=N\\S",
  "elements": ["C", "C", "C", "H", "H", "H", "H", "H", "N", "N", "N", "O", "S"],
  "positions_angstrom": [[-0.135, 0.139, -0.436], [0.591, 0.888, 1.643], [1.191, -0.244, 1.412], [-3.059, -0.593, -2.448], [-0.600, 2.070, 0.197], [0.766, 1.686, 2.344], [1.769, -0.887, 1.969], [0.481, -1.964, -1.111], [-0.640, -0.276, -1.644], [-0.105, 1.173, 0.490], [0.757, -0.692, 0.078], [1.022, -1.918, -0.304], [-2.039, 0.619, -2.189]]
}

{
  "formula": "C3H4ClFO",
  "method": "ωB97M-V/def2-TZVPD",
  "de_lowest_ev": 1.188,
  "gap_ev": 10.497,
  "e_homo_ev": -9.827,
  "lumo_energy_ha": 0.0246,
  "smiles": "OC/C=C(/F)Cl",
  "elements": ["C", "C", "C", "H", "H", "H", "H", "O", "F", "Cl"],
  "positions_angstrom": [[-1.611, -0.494, 0.067], [-0.660, 0.642, 0.085], [0.683, 0.503, -0.026], [-2.826, 0.918, 0.246], [-1.465, -1.336, -0.716], [-1.596, -0.985, 1.001], [-1.106, 1.615, 0.090], [-2.988, -0.041, -0.126], [1.620, 1.507, -0.035], [1.521, -1.021, -0.003]]
}

{
  "formula": "C8H12Cl2OSn",
  "method": "ωB97M-V/def2-TZVPD",
  "de_lowest_ev": 0.443,
  "gap_ev": [6.841, 7.403],
  "e_homo_ev": [-9.245, -8.570],
  "lumo_energy_ha": [-0.0883, -0.0429],
  "elements": ["Sn", "Cl", "Cl", "C", "H", "H", "C", "C", "H", "C", "H", "C", "H", "H", "C", "H", "H", "C", "H", "H", "H", "H", "O", "C"],
  "positions_angstrom": [[2.634, -0.142, 0.662], [1.431, -2.109, 1.330], [1.893, 1.145, 2.596], [4.609, -0.762, 1.090], [5.317, -0.198, 1.703], [5.039, -1.675, 0.676], [-0.855, 1.281, 0.230], [0.219, 0.896, -0.410], [-0.790, 2.005, 1.052], [0.229, -0.311, -1.345], [1.088, 1.574, -0.508], [-1.063, -0.339, -2.143], [1.130, -0.314, -1.984], [0.267, -1.219, -0.716], [-2.308, -0.253, -1.238], [-1.023, 0.518, -2.829], [-1.122, -1.248, -2.755], [-2.228, 0.779, -0.064], [-3.195, -0.002, -1.845], [-2.461, -1.245, -0.779], [-2.813, 1.680, -0.326], [-2.751, 0.379, 0.820], [-1.607, -0.497, 3.890], [-1.638, 0.057, 2.893]]
}

{
  "formula": "C17H47Ag2NO19P3",
  "method": "ωB97M-V/def2-TZVPD",
  "de_lowest_ev": 0.000,
  "gap_ev": 5.268,
  "e_homo_ev": -11.172,
  "lumo_energy_ha": -0.2170,
  "charge": 1,
  "elements": ["Ag", "Ag", "N", "O", "O", "O", "C", "O", "P", "O", "O", "C", "O", "C", "H", "H", "H", "H", "H", "H", "H", "H", "H", "C", "O", "P", "O", "O", "C", "O", "C", "H", "H", "H", "H", "H", "H", "H", "H", "H", "C", "O", "P", "O", "O", "C", "O", "C", "H", "H", "H", "H", "H", "H", "H", "H", "H", "C", "O", "C", "C", "O", "C", "H", "H", "H", "H", "H", "H", "H", "H", "H", "H", "C", "O", "C", "C", "O", "C", "H", "H", "H", "H", "H", "H", "H", "H", "H", "H"],
  "positions_angstrom": [[16.933, -11.531, 4.304], [18.235, -14.982, 5.282], [17.788, -13.307, 1.999], [17.320, -13.748, 3.024], [17.904, -12.102, 1.956], [18.119, -14.038, 1.088], [20.333, -8.922, -1.519], [19.743, -10.234, -1.703], [19.872, -10.898, -3.161], [19.148, -10.198, -4.174], [21.467, -10.958, -3.518], [21.876, -10.143, -4.607], [19.383, -12.476, -2.945], [18.346, -12.767, -2.101], [20.915, -8.990, -0.600], [19.499, -8.263, -1.277], [20.959, -8.543, -2.327], [22.919, -9.826, -4.605], [21.282, -9.229, -4.619], [21.646, -10.594, -5.572], [18.617, -13.773, -1.782], [17.413, -12.922, -2.642], [18.149, -12.075, -1.281], [21.910, -6.241, 2.818], [20.908, -7.317, 2.850], [19.497, -7.003, 2.117], [19.562, -6.544, 0.709], [18.640, -8.334, 2.368], [17.227, -8.378, 2.247], [18.752, -5.920, 3.153], [18.427, -6.249, 4.503], [21.925, -5.583, 3.687], [21.639, -5.549, 2.021], [22.867, -6.734, 2.648], [16.742, -7.721, 1.525], [16.762, -8.189, 3.215], [17.002, -9.396, 1.930], [18.773, -5.460, 5.170], [18.997, -7.155, 4.711], [17.379, -6.545, 4.542], [20.148, -18.779, 6.223], [20.437, -18.946, 4.797], [19.789, -17.919, 3.698], [19.442, -16.610, 4.228], [20.840, -17.909, 2.531], [20.835, -16.941, 1.485], [18.501, -18.802, 3.097], [18.536, -20.190, 2.696], [19.075, -18.771, 6.418], [20.608, -17.825, 6.481], [20.560, -19.598, 6.813], [21.844, -16.563, 1.320], [20.013, -16.227, 1.529], [20.630, -17.481, 0.560], [18.007, -20.805, 3.424], [19.590, -20.447, 2.595], [17.970, -20.580, 1.850], [23.091, -14.276, -1.411], [22.933, -13.638, -0.200], [21.600, -12.943, -0.036], [21.505, -11.892, 1.124], [22.427, -10.790, 0.824], [22.446, -9.808, 1.759], [23.951, -14.937, -1.309], [23.264, -13.615, -2.260], [22.340, -15.001, -1.725], [20.740, -13.611, 0.009], [21.341, -12.409, -0.950], [21.788, -12.134, 2.148], [20.513, -11.440, 1.127], [21.527, -9.231, 1.864], [23.231, -9.113, 1.463], [22.884, -10.272, 2.642], [13.224, -22.142, 3.535], [14.125, -21.048, 3.248], [13.859, -19.809, 3.770], [15.138, -18.973, 3.620], [14.872, -17.650, 4.109], [15.968, -16.706, 4.011], [12.226, -21.821, 3.832], [13.682, -22.535, 4.442], [13.258, -22.908, 2.759], [13.712, -20.013, 4.830], [12.980, -19.382, 3.288], [15.256, -19.030, 2.538], [15.962, -19.373, 4.211], [15.554, -15.699, 4.064], [16.561, -16.830, 3.105], [16.697, -16.800, 4.815]]
}

{
  "formula": "C28H28BrCeF6IN10O3S2",
  "method": "ωB97M-V/def2-TZVPD",
  "de_lowest_ev": 0.000,
  "gap_ev": [6.731, 6.733],
  "e_homo_ev": [-13.158, -13.158],
  "lumo_energy_ha": [-0.2362, -0.2361],
  "charge": 2,
  "elements": ["Ce", "N", "C", "C", "N", "C", "C", "N", "C", "C", "N", "H", "H", "H", "H", "H", "H", "F", "C", "F", "F", "C", "C", "C", "C", "N", "C", "S", "H", "H", "H", "Br", "C", "C", "C", "C", "C", "C", "I", "H", "H", "H", "H", "C", "O", "C", "O", "H", "H", "H", "N", "C", "N", "S", "H", "H", "H", "H", "N", "C", "N", "O", "H", "H", "H", "H", "F", "C", "F", "F", "C", "C", "C", "N", "C", "C", "H", "H", "H", "H"],
  "positions_angstrom": [[-0.198, -0.415, 0.295], [1.369, -3.730, -2.450], [0.070, -3.968, -2.842], [-0.680, -2.987, -2.274], [0.139, -2.150, -1.552], [1.360, -2.622, -1.690], [2.472, -1.982, -1.005], [2.289, -0.863, -0.329], [3.502, -0.582, 0.264], [4.406, -1.537, -0.071], [3.733, -2.426, -0.879], [2.167, -4.277, -2.728], [-0.188, -4.798, -3.475], [-1.740, -2.817, -2.339], [3.646, 0.283, 0.887], [5.442, -1.672, 0.182], [4.129, -3.267, -1.265], [0.873, -4.069, 4.409], [2.067, -3.450, 4.370], [2.631, -3.582, 5.572], [2.840, -4.098, 3.485], [1.907, -1.992, 3.998], [2.414, -1.005, 4.819], [2.278, 0.335, 4.467], [1.650, 0.629, 3.276], [1.183, -0.330, 2.466], [1.276, -1.619, 2.808], [0.542, -2.723, 1.640], [2.906, -1.282, 5.741], [2.653, 1.127, 5.098], [1.531, 1.649, 2.939], [-4.097, -0.752, -4.252], [-4.461, 0.495, -2.874], [-5.798, 0.802, -2.643], [-6.141, 1.689, -1.636], [-5.155, 2.273, -0.855], [-3.821, 1.974, -1.083], [-3.476, 1.086, -2.093], [-1.479, 0.695, -2.458], [-6.561, 0.346, -3.258], [-7.182, 1.927, -1.469], [-5.419, 2.974, -0.074], [-3.051, 2.438, -0.485], [-2.701, -0.017, 4.043], [-2.588, 0.785, 2.825], [-1.769, 0.362, 1.927], [-1.611, 1.066, 0.882], [-2.707, 0.696, 4.861], [-1.849, -0.691, 4.089], [-3.646, -0.546, 3.972], [0.417, 0.661, -5.768], [1.462, 0.980, -4.997], [2.253, 1.972, -5.415], [1.773, 0.149, -3.544], [0.173, 1.180, -6.595], [-0.217, -0.049, -5.446], [2.152, 2.404, -6.319], [3.091, 2.159, -4.894], [-4.272, -2.649, -0.103], [-3.098, -2.452, 0.517], [-2.834, -3.095, 1.664], [-2.270, -1.654, 0.006], [-5.008, -3.213, 0.286], [-4.482, -2.055, -0.888], [-3.432, -3.839, 1.982], [-1.871, -3.080, 1.985], [3.498, 5.935, 1.715], [3.255, 5.629, 0.433], [2.555, 6.633, -0.106], [4.424, 5.542, -0.207], [2.475, 4.333, 0.340], [1.348, 4.147, 1.126], [0.654, 2.961, 1.008], [1.016, 1.974, 0.173], [2.095, 2.176, -0.593], [2.849, 3.338, -0.540], [1.010, 4.906, 1.818], [-0.239, 2.793, 1.594], [2.349, 1.390, -1.289], [3.714, 3.446, -1.177]]
}